A cluster of 7 separate species, C39H88N10O7 in total in a non-equilibrium geometry, computed with ωB97M-V with the def2-TZVPD basis set.

Last column: Löwdin charge in e.
Cartesian coordinates (Å):
1 C 19.014870 11.253010 9.835005  -0.033
2 C 18.016620 10.409310 8.985835  -0.463
3 C 16.823310 11.188550 8.511535  -0.034
4 C 18.762100 9.856980 7.698015  -0.132
5 C 19.707830 8.705430 7.876945  -0.176
6 C 19.025970 7.656060 8.800985  -0.141
7 C 18.294480 8.111160 10.098715  -0.459
8 C 17.401170 6.877820 10.401515  -0.043
9 C 19.363040 8.310970 11.226085  -0.005
10 N 17.498310 9.312460 9.806195  -0.126
11 O 16.530360 9.598900 10.787645  -0.018
12 H 18.785360 11.289470 10.899945  0.052
13 H 20.074760 11.013360 9.749565  0.068
14 H 19.007590 12.319260 9.608815  0.076
15 H 16.396720 10.699020 7.636045  0.084
16 H 15.909310 11.214330 9.104855  0.057
17 H 17.149980 12.202960 8.282695  0.094
18 H 18.045960 9.611830 6.913725  0.111
19 H 19.194610 10.809550 7.391985  0.120
20 H 19.934910 8.299370 6.891215  0.111
21 H 20.659560 9.058050 8.274405  0.103
22 H 19.731600 6.842640 8.969895  0.111
23 H 18.493510 7.101260 8.028465  0.110
24 H 16.820420 6.924830 11.322715  0.074
25 H 18.025880 5.984600 10.403435  0.083
26 H 16.722280 6.704720 9.566495  0.080
27 H 20.206390 7.622410 11.173695  0.087
28 H 18.849970 8.312880 12.187785  0.070
29 H 19.791680 9.299610 11.061905  0.040
30 H 15.752480 9.423810 10.253005  0.097
31 C 12.633450 15.484850 6.952025  -0.039
32 C 11.691230 14.386700 7.469185  -0.456
33 C 10.767590 13.908420 6.335905  -0.047
34 C 12.573550 13.098880 7.941595  -0.083
35 C 13.370110 13.273350 9.339985  -0.176
36 C 12.421850 13.651430 10.449375  -0.131
37 C 11.509470 14.901380 10.077155  -0.442
38 C 10.465300 15.099160 11.195165  -0.033
39 C 12.349980 16.209370 10.054185  -0.037
40 N 10.908970 14.786740 8.707445  -0.133
41 O 9.993080 15.801160 8.420745  -0.022
42 H 12.902090 15.333840 5.906495  0.079
43 H 12.210070 16.475470 7.117955  0.084
44 H 13.569750 15.417900 7.506055  0.063
45 H 11.449610 13.676960 5.517755  0.078
46 H 10.143930 13.113810 6.745475  0.085
47 H 10.190170 14.706310 5.868945  0.078
48 H 12.090790 12.128130 8.054235  0.100
49 H 13.295830 12.856990 7.161915  0.100
50 H 13.781420 12.282660 9.533495  0.081
51 H 14.239700 13.914450 9.195395  0.097
52 H 13.035510 13.949750 11.299395  0.101
53 H 11.851820 12.761690 10.716805  0.085
54 H 9.834280 14.225670 11.359255  0.065
55 H 9.892890 16.024780 11.134465  0.081
56 H 11.034220 15.371500 12.084135  0.079
57 H 12.665400 16.555540 11.038445  0.081
58 H 11.764320 16.988180 9.565745  0.080
59 H 13.263110 16.118000 9.466005  0.063
60 H 9.227780 15.230200 8.520315  0.106
61 C 12.164180 12.464530 14.105675  -0.015
62 C 12.032020 10.872930 14.194665  -0.422
63 C 13.494740 10.360960 14.492165  -0.038
64 C 11.071570 10.510860 15.408405  -0.140
65 C 9.596340 10.589190 15.103695  -0.197
66 C 9.339180 9.671400 13.893585  -0.130
67 C 10.104780 10.097170 12.587015  -0.480
68 C 9.775740 9.007940 11.599325  -0.043
69 C 9.486800 11.411750 12.017695  -0.021
70 N 11.509870 10.159320 13.028255  -0.138
71 O 12.289300 10.339270 11.934535  -0.023
72 H 11.320270 13.139280 14.249305  0.074
73 H 12.946180 12.809910 14.781895  0.071
74 H 12.587660 12.736660 13.138865  0.049
75 H 14.210070 10.676940 13.732855  0.057
76 H 13.809690 10.697810 15.479815  0.077
77 H 13.491400 9.272240 14.439435  0.080
78 H 11.174970 9.552670 15.917615  0.118
79 H 11.278020 11.315110 16.114565  0.110
80 H 9.035870 10.143010 15.925205  0.107
81 H 9.235060 11.617550 15.110595  0.107
82 H 8.288520 9.717950 13.607145  0.116
83 H 9.541150 8.651980 14.222355  0.117
84 H 9.694650 7.992540 11.987255  0.087
85 H 10.514960 8.995960 10.798385  0.079
86 H 8.846720 9.272780 11.094465  0.084
87 H 8.489250 11.248870 11.609685  0.081
88 H 10.022130 11.811390 11.156415  0.062
89 H 9.490870 12.217830 12.751405  0.069
90 H 12.620190 9.444930 11.823825  0.108
91 C 20.543450 15.137820 14.394035  -0.018
92 C 21.846340 14.205180 14.312545  -0.445
93 C 23.061430 15.111550 14.193345  -0.052
94 C 22.037550 13.400730 15.663895  -0.104
95 C 22.962450 12.122470 15.641335  -0.177
96 C 22.662210 11.282150 14.479725  -0.199
97 C 22.685490 12.029590 13.148285  -0.430
98 C 24.129760 12.384160 12.649075  -0.005
99 C 22.057340 10.946770 12.151625  -0.037
100 N 21.652470 13.152510 13.257495  -0.077
101 O 21.473190 13.717710 11.969405  -0.027
102 H 19.572540 14.709250 14.145545  0.034
103 H 20.676720 15.967610 13.699925  0.079
104 H 20.384710 15.621680 15.357765  0.088
105 H 23.330080 15.318540 13.157445  0.085
106 H 23.910390 14.678060 14.721975  0.077
107 H 22.835880 16.109400 14.569535  0.084
108 H 22.403410 14.040530 16.466945  0.115
109 H 21.046220 13.123530 16.022405  0.081
110 H 22.870900 11.532480 16.553265  0.115
111 H 24.027830 12.341290 15.569255  0.108
112 H 21.700670 10.813540 14.689345  0.110
113 H 23.466230 10.557080 14.353535  0.122
114 H 24.865560 11.604250 12.845135  0.085
115 H 24.036420 12.470970 11.566555  0.076
116 H 24.416300 13.349080 13.067295  0.054
117 H 21.010600 10.772210 12.400565  0.040
118 H 22.046580 11.226410 11.098165  0.066
119 H 22.491760 9.966230 12.346365  0.087
120 H 20.615040 13.434980 11.644995  0.066
121 N 17.459820 10.301120 15.314865  0.167
122 C 18.567010 10.758320 14.789005  -0.790
123 N 18.779890 11.925590 15.348035  0.180
124 O 19.275340 10.170110 14.032295  0.069
125 H 17.042900 10.819230 16.075025  0.108
126 H 16.989660 9.505180 14.908005  0.119
127 H 18.063400 12.446480 15.833245  0.111
128 H 19.703120 12.310900 15.209155  0.070
129 N 16.245730 15.123090 14.907345  0.181
130 C 16.614750 16.359060 14.875995  -0.844
131 N 16.477880 16.946700 13.764545  0.191
132 O 17.016740 16.901590 15.897645  0.001
133 H 16.352660 14.642460 15.789195  0.116
134 H 16.259060 14.719880 13.981415  0.064
135 H 16.194240 16.476120 12.917065  0.090
136 H 16.547970 17.953800 13.794875  0.130
137 N 18.068680 13.630850 12.405885  0.201
138 C 16.852240 13.618870 12.000685  -0.738
139 N 16.395630 12.371240 12.025145  0.190
140 O 16.044770 14.543400 11.904555  0.002
141 H 18.547960 14.503310 12.576795  0.107
142 H 18.511680 12.735770 12.556505  0.094
143 H 16.949120 11.572770 12.301195  0.086
144 H 15.423560 12.261890 11.773715  0.106

Force components x, y, z for each atom (eV/Å):
0.11 1.21 0.03
0.55 -1.10 1.39
-0.75 0.54 -0.86
-1.05 1.40 0.73
0.32 0.47 1.33
1.11 -0.06 -1.91
0.63 -1.05 -0.54
-0.04 0.33 -0.24
-0.76 0.74 -0.76
0.56 -2.25 -1.42
0.43 0.27 -0.11
-0.21 -0.64 0.04
-0.10 -0.58 -0.14
-0.27 0.21 -0.62
0.42 0.16 -0.51
0.61 0.35 0.89
-0.40 0.06 -0.23
-0.34 -0.09 0.25
0.66 -0.22 -0.58
-0.02 -0.28 0.11
0.11 0.01 0.23
0.46 0.30 0.95
-1.65 0.17 0.49
0.18 0.15 0.06
0.16 0.05 0.36
-0.23 0.25 -0.01
-0.35 -0.35 0.14
0.37 -0.05 0.12
0.06 -0.09 0.32
-0.52 0.02 0.49
0.31 -0.30 0.53
0.61 -1.25 1.80
0.55 0.85 0.54
0.75 1.04 0.97
-0.77 -0.41 -2.39
-0.30 1.31 -0.73
1.00 0.91 -0.35
0.41 0.32 -0.15
0.39 -0.17 -0.03
0.98 -2.73 -0.20
-0.27 0.05 0.17
-0.23 0.08 -0.09
-0.05 -0.04 -0.23
0.06 0.23 0.01
-0.13 -0.98 0.06
-0.01 -0.17 -0.62
-0.39 0.18 0.56
-1.12 0.38 -0.06
0.24 0.46 -0.21
0.10 -0.12 0.16
-0.18 0.38 0.24
-0.23 0.07 0.29
-0.28 0.21 0.05
-0.03 0.12 0.06
-0.42 -0.20 -0.82
0.21 -0.79 0.32
-0.16 -0.05 0.15
-0.12 0.07 0.20
-0.01 -0.22 0.03
-0.75 0.79 -0.24
0.61 -0.60 -0.68
-0.58 0.46 1.22
-1.20 -0.21 -0.53
0.58 1.31 0.04
-0.30 -0.69 -0.36
-0.82 1.85 -0.45
-1.29 0.32 2.60
0.81 -0.30 -1.24
0.70 0.15 0.09
-1.47 -0.64 0.92
1.85 0.24 -1.82
-0.47 -0.58 0.11
-0.10 -0.20 0.40
-0.14 -0.20 -0.28
-0.07 0.38 0.05
0.00 -0.02 -0.05
-0.05 -0.13 0.30
0.96 -0.16 -0.39
0.24 -0.26 0.49
0.10 -0.04 0.28
-0.04 0.07 -0.86
-0.25 -0.17 0.16
0.35 -0.05 -0.36
0.09 0.12 0.28
0.10 -0.08 -0.14
-0.10 -0.23 0.20
-0.18 -0.07 0.51
0.44 -0.27 -0.01
-0.21 -0.07 0.12
0.48 0.06 -0.57
0.84 -0.20 -0.45
-0.78 -0.53 0.87
0.16 0.47 -0.75
0.01 -0.57 0.07
0.19 1.68 0.39
0.09 -0.38 -0.69
-1.53 -1.09 -0.92
-1.54 0.52 -0.01
-0.35 0.86 0.78
0.54 -0.82 0.45
0.68 0.86 -0.04
0.31 -0.63 0.13
0.07 -0.01 -0.18
0.44 -0.24 0.27
0.05 -0.29 -0.16
0.10 0.23 -0.10
0.05 -0.13 0.51
0.05 0.46 -0.26
0.00 -0.28 0.02
-0.26 0.24 0.21
0.12 0.76 0.25
-0.07 -0.34 -0.70
-0.31 -0.56 0.26
-0.16 0.01 0.28
0.27 0.27 -0.02
0.41 -0.27 -0.12
-0.13 0.30 0.32
0.58 0.00 0.00
0.50 0.11 -0.37
-0.17 -0.24 0.23
-3.78 -2.43 0.71
-0.51 -0.10 1.04
2.39 3.61 0.48
1.56 -0.95 -2.12
-0.24 -0.62 -0.35
0.06 0.15 0.28
0.51 -0.05 -0.24
-0.32 0.39 -0.03
-0.99 -4.19 -0.43
1.16 0.90 4.99
-0.29 3.54 -5.12
0.41 1.07 0.94
0.13 -0.10 -0.57
-0.56 -1.05 0.43
-0.13 0.03 0.03
0.16 -0.29 -0.28
4.58 1.46 0.56
-3.77 -0.70 1.07
-1.72 -2.02 -0.77
0.47 1.32 -0.74
0.08 -0.31 -0.08
0.47 0.52 0.22
-0.34 0.00 -0.40
0.25 -0.32 0.07

Computed properties:
- orbital gap (eV) = 8.146
- energy relative to the best compared isomer or geometry (same formula, charge and spin) (kcal/mol) = 117.8
- E_LUMO (hartree) = 0.0062
- total energy (eV) = -71098.099
- M (g mol⁻¹) = 809.20
- strongest force on any atom (eV Å⁻¹) = 6.229
- SMILES = CC1(C)CCCC(C)(C)N1O.CC1(C)CCCC(C)(C)N1O.CC1(C)CCCC(C)(C)N1O.CC1(C)CCCC(C)(C)N1O.NC(N)=O.NC(N)=O.NC(N)=O
- HOMO energy (hartree) = -0.29314